DFT (ωB97M-V with the def2-TZVPD basis set) results for a cluster of 7 separate species, C26H50O15S in total at a distorted geometry.

XYZ file:
```
92
Properties=species:S:1:pos:R:3:forces:R:3
C 1.817206 0.643605 -2.144242 -1.6 -0.1 0.4
C 0.799664 -0.022101 -2.313673 -0.5 0.9 1.0
O -0.498998 -0.543492 -2.251630 1.9 0.5 -0.6
S -1.409880 0.354096 -1.107387 -0.5 0.2 2.0
O -1.711623 -0.545956 0.017494 0.1 1.2 -2.2
O -2.869639 0.637015 -1.851886 1.6 -1.2 -0.7
H 2.617768 1.393263 -1.851638 -1.1 -1.7 -1.0
H -2.733612 0.714176 -2.832725 -0.3 0.4 0.7
O 4.528390 1.724161 -1.953266 0.6 -0.3 0.2
C 5.170306 1.226077 -1.056025 -0.3 0.1 0.1
O 6.039886 0.240952 -1.323112 0.2 0.1 -0.6
C 6.985898 -0.280798 -0.379684 0.0 -0.1 0.3
C 6.358517 -1.365866 0.471267 -0.2 0.0 0.0
C 4.939561 1.628707 0.374137 0.4 0.5 0.3
H 7.427679 0.520387 0.216948 -0.1 0.0 0.0
H 7.799344 -0.712538 -0.966701 -0.2 0.2 -0.2
H 5.527050 -0.981233 1.064588 0.1 0.0 0.0
H 7.096993 -1.797958 1.149383 0.0 0.0 0.0
H 5.955371 -2.159946 -0.161269 0.1 0.0 0.0
H 4.096702 1.062472 0.774022 0.0 0.0 0.0
H 4.701014 2.692757 0.397781 -0.2 -0.2 -0.1
H 5.808777 1.495606 1.015003 -0.1 -0.2 0.0
O -6.809353 0.261794 -5.299006 0.2 0.1 0.6
C -6.888222 -0.214931 -4.191189 0.0 -0.2 -0.4
O -5.962992 0.084320 -3.264641 0.1 0.6 -0.1
C -6.065170 -0.259746 -1.874225 0.1 -0.3 0.3
C -5.543441 -1.658824 -1.621354 0.0 -0.2 -0.2
C -7.958082 -1.218241 -3.856794 -0.6 0.2 0.3
H -7.085609 -0.119134 -1.509501 0.0 -0.1 -0.1
H -5.442985 0.456784 -1.334993 0.0 0.0 -0.3
H -6.128489 -2.409244 -2.156952 -0.1 0.0 0.1
H -5.572086 -1.893559 -0.555681 0.0 0.0 0.0
H -4.513695 -1.749454 -1.972932 0.0 0.1 0.1
H -7.629336 -2.209965 -4.169788 0.0 0.1 0.0
H -8.863308 -0.950860 -4.403427 0.2 -0.1 -0.2
H -8.230628 -1.237155 -2.803464 0.2 -0.2 0.0
O -3.253183 2.491813 -4.351088 -0.1 0.3 0.4
C -4.074223 3.363872 -4.500938 -0.2 -0.5 -0.3
O -4.237283 4.303436 -3.552182 0.5 0.1 0.3
C -5.034369 5.483316 -3.712864 -0.3 0.0 0.0
C -6.485947 5.208276 -3.377687 -0.1 -0.2 0.0
C -4.989572 3.362343 -5.692825 0.1 0.4 -0.5
H -4.907090 5.909104 -4.710555 0.0 -0.1 0.0
H -4.636730 6.218763 -3.010434 0.2 -0.2 0.0
H -6.919044 4.463384 -4.047831 0.0 0.1 0.0
H -7.077255 6.123373 -3.448654 0.0 0.0 0.0
H -6.573388 4.811450 -2.363724 0.1 0.1 0.0
H -5.839740 2.708354 -5.490264 0.1 -0.1 0.0
H -4.437042 2.976709 -6.550274 -0.1 -0.2 0.2
H -5.344938 4.351345 -5.976901 -0.1 0.0 0.1
O -3.375899 -6.455319 1.960121 0.0 0.6 0.2
C -2.745633 -5.549673 2.450135 0.1 -0.4 -0.3
O -3.212772 -4.291164 2.382295 -0.6 -0.1 0.1
C -2.649902 -3.179995 3.095891 0.5 0.2 -0.1
C -1.506446 -2.564138 2.317786 0.1 -0.1 -0.2
C -1.390219 -5.791876 3.057266 0.1 -0.1 0.7
H -2.361281 -3.467441 4.109915 0.0 -0.1 -0.1
H -3.449592 -2.442451 3.199045 -0.1 -0.2 -0.1
H -0.688441 -3.273738 2.176223 0.0 0.0 0.2
H -1.117290 -1.686170 2.836374 0.0 0.0 0.0
H -1.840824 -2.264388 1.322751 0.0 0.0 0.3
H -0.637170 -5.778984 2.268499 0.0 0.0 0.0
H -1.396587 -6.774026 3.531827 0.0 0.0 -0.3
H -1.120999 -5.078116 3.833634 0.1 0.1 -0.2
O -1.153692 -1.245217 5.582245 -0.8 0.5 0.1
C -2.258399 -0.962446 5.988639 0.6 -0.3 0.2
O -2.810509 0.224209 5.680306 0.2 0.2 -0.5
C -4.176091 0.573424 5.942073 -0.1 0.1 0.3
C -4.339503 1.113364 7.348072 0.1 0.0 0.2
C -2.992759 -1.886510 6.922039 -0.5 -0.4 -0.3
H -4.841968 -0.267422 5.734915 0.1 0.0 0.1
H -4.434208 1.355302 5.225042 0.3 -0.1 -0.1
H -4.074873 0.366556 8.098944 -0.1 0.0 0.0
H -5.370187 1.428608 7.521706 0.0 0.0 0.0
H -3.679338 1.969072 7.505803 -0.1 0.0 -0.1
H -2.658274 -1.703573 7.943969 0.0 0.0 -0.1
H -2.755932 -2.914608 6.645174 0.2 0.1 0.1
H -4.076152 -1.797510 6.868461 0.0 0.1 0.2
O 10.370439 1.715534 0.882030 0.4 -0.1 -0.7
C 11.112287 1.194947 0.081561 -0.4 -0.1 0.4
O 11.329736 1.770237 -1.114157 -0.1 0.6 0.1
C 12.332112 1.344598 -2.046825 0.0 -0.3 -0.2
C 11.815029 0.225959 -2.927994 -0.1 -0.1 0.0
C 11.728710 -0.148152 0.365837 0.6 0.0 0.3
H 13.258661 1.080095 -1.532334 -0.1 -0.1 0.0
H 12.560858 2.213477 -2.667077 -0.2 0.1 0.2
H 11.557575 -0.659727 -2.344000 0.1 0.0 0.0
H 12.563261 -0.055251 -3.671497 0.0 0.0 0.0
H 10.905908 0.539311 -3.445996 0.1 0.1 0.0
H 11.020241 -0.932313 0.095436 0.0 0.0 0.0
H 11.942045 -0.209307 1.433654 -0.3 0.0 -0.1
H 12.674872 -0.315905 -0.144992 -0.1 -0.1 -0.2
```
Forces are in eV/Å.

Its spin multiplicity is 1. The LUMO energy comes out at 0.56 eV. Its max |F| is 2.499 eV/A.

Atom charges from the Mulliken analysis, given in e for atoms 1 to 6:
1. C -0.20
2. C -0.05
3. O -0.35
4. S 0.58
5. O -0.49
6. O -0.35

DFT (ωB97M-V with the def2-TZVPD basis set) results for a structure of composition C14H30MgN2O7S3 at a distorted geometry.

XYZ file:
```
57
Properties=species:S:1:pos:R:3:forces:R:3
Mg -0.361884 0.461907 -0.313499 0.5 -1.2 0.4
C 0.013644 -1.406403 -1.197893 -2.2 7.9 3.3
O -1.304603 -1.245437 -1.157871 -0.1 -2.8 -1.2
O 0.545879 -1.384421 0.010104 1.0 -2.9 -0.3
O 0.533968 -0.395465 -1.926029 1.5 -2.0 -2.1
C 0.455047 -0.633828 3.178711 0.7 1.0 0.7
C 0.979173 0.248202 4.237541 0.4 -0.4 -0.2
N 1.387363 0.936891 5.060460 0.0 0.2 0.0
H 1.242441 -0.921868 2.487336 0.0 -0.2 0.0
H -0.208557 0.030241 2.630377 -0.6 -0.7 -0.2
H 0.061919 -1.510379 3.684806 -0.5 0.0 -0.4
C 1.937641 0.564763 -4.420831 1.0 0.6 -0.4
C 2.459395 -0.591171 -5.135994 -0.3 -0.1 -0.2
N 2.885291 -1.483593 -5.718070 0.0 0.0 0.0
H 2.375927 1.456893 -4.883866 0.0 -0.1 0.0
H 2.289491 0.506331 -3.397411 -0.4 -0.1 0.2
H 0.867376 0.681157 -4.471533 -0.1 -0.5 0.1
C -2.529229 3.326888 1.253386 0.0 0.4 -0.1
S -2.880551 1.587356 1.568663 -0.4 0.2 0.0
O -1.712423 0.816066 1.055815 -0.4 -0.2 0.8
C -2.691408 1.636828 3.345805 0.4 0.3 0.0
H -2.854452 3.947249 2.086857 0.1 -0.1 0.1
H -3.073156 3.677891 0.376316 0.0 -0.2 -0.1
H -1.460873 3.437510 1.069538 0.0 -0.1 0.1
H -1.668895 1.946898 3.574022 0.0 -0.2 0.0
H -2.906465 0.652595 3.750831 0.0 0.0 0.0
H -3.364911 2.394094 3.744151 -0.2 -0.2 0.0
C -3.353558 1.499993 -2.290806 0.4 -0.2 0.0
S -1.912121 2.576916 -2.242147 -0.2 0.0 -0.3
O -0.997924 1.964998 -1.226125 -0.3 1.6 -0.4
C -1.236431 2.044270 -3.796622 -0.7 -1.0 -0.5
H -2.947625 0.485331 -2.204293 -0.1 -0.1 0.0
H -3.857622 1.648448 -3.243064 -0.1 0.0 0.1
H -4.015317 1.704682 -1.453261 0.0 0.1 0.0
H -1.172406 0.952047 -3.728155 0.4 0.1 0.3
H -0.270682 2.489328 -3.996713 0.0 0.2 0.1
H -1.961181 2.206243 -4.597790 0.2 0.5 0.0
C 2.793919 1.675447 -1.045941 0.2 0.2 -0.5
S 2.338653 2.075017 0.626292 0.1 0.3 -0.1
O 0.974626 1.465949 0.817582 0.0 0.2 0.3
C 3.489290 0.995332 1.484330 0.2 -0.2 0.3
H 3.656232 2.282534 -1.331562 0.2 -0.2 0.2
H 1.983356 1.984954 -1.704307 -0.2 0.0 0.2
H 2.950640 0.604215 -1.158896 0.0 0.0 0.0
H 3.943856 1.473546 2.350170 -0.2 0.3 0.0
H 4.289183 0.658896 0.828900 -0.1 -0.1 -0.1
H 2.879367 0.168474 1.839849 0.1 -0.2 -0.2
C 0.987192 -4.023001 1.715537 -0.7 0.9 1.0
C 0.432432 -5.405457 1.942322 1.2 -0.6 -1.5
O 1.147266 -6.281777 2.382920 -0.5 0.1 0.6
C -0.874100 -5.718913 1.251854 -0.3 0.3 0.6
H 1.687165 -3.740393 2.502471 0.4 -0.3 -0.2
H 0.222716 -3.241391 1.735470 -0.1 -0.2 -0.3
H 1.431414 -3.946529 0.725040 0.1 -0.1 0.0
H -1.010478 -5.021287 0.427016 -0.1 -0.1 -0.1
H -1.690533 -5.559078 1.964673 0.0 0.1 -0.1
H -0.924477 -6.755986 0.933532 0.2 0.0 0.0
```
Forces are in eV/Å.

Its spin multiplicity is 1. The relative energy (zero: lowest compared OMol25 entry of this formula, charge and spin) is 0.00 kJ/mol. The LUMO energy comes out at -0.24 eV. Its max |F| is 8.808 eV/A.

Atom charges from the Mulliken analysis, given in e for atoms 1 to 6:
1. Mg 1.42
2. C 0.61
3. O -0.75
4. O -0.62
5. O -0.43
6. C 0.39